Record 1
Computed, not measured: a molecular structure, C33H28N5O2ReS4Sb, with wB97M-V/def2-TZVPD.

lowest unoccupied orbital energy (alpha / beta) = -4.45 / -4.45 eV
energy above the lowest of the compared OMol25 structures with the same formula, charge and spin = 0.0 kJ/mol
gap between HOMO and LUMO (alpha / beta) = 5.63 / 5.63 eV
total charge = +1
2S+1 = 1
E_tot = -98221.1932 eV

Last column: Mulliken charge in e.
Cartesian coordinates (Å):
Re -0.7548 0.3329 -1.2352  0.438
O -0.4543 4.6815 4.9569  -0.572
N -1.1973 4.5075 4.0262  0.998
O -2.1889 5.1791 3.7965  -0.614
C -0.8949 3.3914 3.1245  -0.634
C -0.0475 2.4472 3.5858  -0.510
C 0.3573 1.3398 2.7904  1.247
C 1.2967 0.3764 3.2138  -0.801
C 1.7128 -0.5813 2.3475  -1.027
C 1.2008 -0.6371 1.0245  -0.783
N 0.2513 0.2584 0.6273  0.239
C -0.1293 1.2312 1.4904  -0.421
C -1.0635 2.2155 1.0144  0.638
N -1.5346 2.0348 -0.2437  -0.348
C -2.4207 2.8922 -0.7640  0.205
C -2.8242 4.0259 -0.0888  -1.107
C -2.3480 4.2400 1.1844  -0.292
C -1.4653 3.3203 1.8008  0.614
H 0.3803 2.5323 4.5699  0.584
H 1.6990 0.4251 4.2210  0.511
H 2.4339 -1.3453 2.6286  0.609
H 1.0435 -1.7251 -0.6619  -0.335
H -2.7703 2.6729 -1.7613  0.281
H -3.5153 4.7091 -0.5587  0.480
H -2.6688 5.1080 1.7405  0.574
S -1.7366 -1.6383 -1.0633  -0.590
Sb -1.4775 -2.7906 -3.3603  0.646
S -0.4171 -0.1379 -4.4582  -0.198
S 0.8287 -0.0483 -2.7094  -0.174
S 0.3450 -3.8188 -2.7888  -0.413
N -9.1245 3.5671 -2.6557  -0.431
C -8.1129 3.0521 -2.8283  -0.082
C -6.8193 2.4575 -3.0222  0.659
C -5.9286 3.0339 -3.9356  -0.755
C -4.6532 2.4975 -4.1081  -0.190
C -4.2883 1.3606 -3.3686  -0.167
C -5.1922 0.7825 -2.4575  -0.420
C -6.4547 1.3421 -2.2826  -0.705
C -2.9603 0.8489 -3.4687  1.315
C -1.8166 0.5130 -3.7175  -0.983
H -6.2362 3.8979 -4.5139  0.485
H -3.9632 2.9405 -4.8185  0.520
H -4.8732 -0.0679 -1.8766  0.520
H -7.1385 0.8930 -1.5639  0.461
C 3.3679 0.8248 -0.6159  -1.025
C 4.4341 -0.2316 -0.2412  0.425
C 5.0898 0.1284 1.1041  -1.399
C 4.0735 -1.7156 -0.2525  0.460
C 5.1330 -2.5633 -0.5730  -0.956
C 5.0088 -3.9315 -0.4890  -1.168
C 3.8448 -4.4849 0.0078  -0.993
C 2.7588 -3.6911 0.3845  -0.039
C 1.6146 -4.4511 1.0439  0.940
C 2.0902 -4.8519 2.4487  -1.375
C 0.2319 -3.8117 1.1312  -1.279
C 2.8565 -2.3070 0.1754  0.127
N 1.6478 -1.5288 0.1329  1.764
H 3.8868 1.7355 -0.9205  0.578
H 2.7211 1.1061 0.2170  0.393
H 2.7779 0.4930 -1.4624  -0.237
H 5.2051 -0.1329 -1.0171  0.616
H 4.3651 0.0571 1.9187  0.233
H 5.4930 1.1513 1.0851  0.396
H 5.8934 -0.5809 1.3128  0.415
H 6.0660 -2.1290 -0.9136  0.432
H 5.8184 -4.5743 -0.7988  0.416
H 3.7833 -5.5670 0.0978  0.497
H 1.5131 -5.3701 0.4566  0.457
H 2.2934 -3.9562 3.0433  0.249
H 3.0115 -5.4384 2.4086  0.409
H 1.3332 -5.4474 2.9695  0.428
H 0.2141 -2.9517 1.8088  0.129
H -0.4599 -4.5674 1.5491  0.486
H -0.1457 -3.5296 0.1561  0.150

=====

Record 2
Computed, not measured: a molecular structure, C33H29Br2IrN2O4P2, with wB97M-V/def2-TZVPD.

expectation value of S² = 0.777
lowest unoccupied orbital energy (alpha / beta) = -11.00 / -10.99 eV
energy above the lowest of the compared OMol25 structures with the same formula, charge and spin = 314.6 kJ/mol
gap between HOMO and LUMO (alpha / beta) = 5.16 / 6.29 eV
total charge = +3
2S+1 = 2
E_tot = -207331.7177 eV

Last column: Löwdin spin population.
Cartesian coordinates (Å):
Ir -0.2801 1.1759 0.3059  0.528
C 2.4152 -1.2358 2.6225  0.000
N 1.5953 -0.5484 1.5935  -0.002
P 1.7708 1.0390 1.0129  -0.001
C 3.5002 1.4542 1.2193  -0.001
C 3.9158 2.6323 1.8361  0.001
C 5.2712 2.9311 1.8788  0.000
C 6.1847 2.0504 1.3243  0.000
C 5.7578 0.8719 0.7123  0.000
C 4.4134 0.5616 0.6456  -0.001
C 1.6362 0.9392 -0.8168  0.006
C 1.4647 2.1537 -1.5306  0.044
C 1.4750 2.1806 -2.9237  0.003
C 1.7104 1.0163 -3.6259  0.059
C 1.9490 -0.1937 -2.9463  -0.005
C 1.9060 -0.2344 -1.5813  0.050
P 0.0836 -1.0106 1.0111  0.066
C 0.0707 -2.7094 0.4891  0.013
C -0.0646 -3.7144 1.4592  0.005
C 0.0119 -5.0455 1.0885  0.001
C 0.1880 -5.3832 -0.2485  -0.001
C 0.2746 -4.3944 -1.2212  0.000
C 0.2158 -3.0599 -0.8609  0.001
C -1.2046 -1.0008 2.2852  0.007
C -2.5803 -1.1674 1.7199  0.011
C -3.7165 -0.8825 2.6272  0.051
C -3.5231 -0.7528 3.9616  0.006
C -2.1980 -0.7827 4.4511  0.037
C -1.0551 -0.8664 3.6398  0.021
H 3.4699 -1.1817 2.3702  0.000
H 2.1259 -2.2852 2.6508  0.000
H 2.2618 -0.7821 3.5999  0.000
H 3.1995 3.3102 2.2844  0.000
H 5.6088 3.8440 2.3501  0.000
H 7.2419 2.2766 1.3625  0.000
H 6.4822 0.1961 0.2777  0.000
H 4.0923 -0.3423 0.1443  0.000
H 1.3780 3.0903 -0.9995  0.008
H 1.3314 3.1181 -3.4450  -0.001
H 1.7422 1.0371 -4.7084  0.003
H 2.1844 -1.0852 -3.5132  -0.001
H 2.1322 -1.1622 -1.0693  0.001
H -0.2211 -3.4705 2.5038  0.000
H -0.0726 -5.8207 1.8379  0.000
H 0.2398 -6.4254 -0.5353  0.000
H 0.3762 -4.6676 -2.2629  0.000
H 0.2414 -2.3007 -1.6309  0.000
H -2.7135 -2.2558 1.5178  0.005
H -4.7081 -0.8844 2.1878  0.002
H -4.3493 -0.6279 4.6476  -0.001
H -2.0522 -0.7227 5.5258  0.001
H -0.0792 -0.8042 4.1015  0.001
Br 0.2446 4.5534 0.9644  0.015
C -1.6107 4.4298 1.3837  0.020
Br -2.2659 2.5617 1.3412  0.026
H -2.1918 4.9569 0.6382  0.001
H -1.7781 4.7854 2.3921  0.001
O -4.2759 -1.7792 -0.2502  0.002
C -3.5236 -0.8876 -0.4825  0.001
O -2.6142 -0.4648 0.4883  0.008
C -3.3895 -0.0723 -1.7061  0.000
C -4.4636 -0.1107 -2.5899  0.001
C -4.4393 0.6298 -3.7663  0.000
C -3.3193 1.3848 -4.0302  0.000
C -2.2265 1.4384 -3.1828  0.001
C -2.2660 0.7026 -2.0178  0.002
N -3.2541 2.1716 -5.2891  0.000
O -2.2109 2.7554 -5.5070  0.000
O -4.2413 2.1896 -5.9783  0.000
H -5.3232 -0.7235 -2.3526  0.000
H -5.2639 0.6250 -4.4654  0.000
H -1.3721 2.0367 -3.4601  0.000
H -1.3141 0.7393 -1.4559  0.002

=====

Record 3
Computed, not measured: a molecular structure, C33H29Br2IrN2O4P2, with wB97M-V/def2-TZVPD.

expectation value of S² = 0.759
lowest unoccupied orbital energy (alpha / beta) = -10.02 / -10.31 eV
energy above the lowest of the compared OMol25 structures with the same formula, charge and spin = 0.0 kJ/mol
gap between HOMO and LUMO (alpha / beta) = 6.92 / 6.66 eV
total charge = +3
2S+1 = 2
E_tot = -207334.9782 eV

Last column: Löwdin spin population.
Cartesian coordinates (Å):
Ir -1.1402 0.1272 -0.1217  0.020
C 0.6463 1.1265 -2.5932  0.031
N -0.3670 1.3284 -1.5676  0.380
P 0.7613 -0.5844 0.8498  -0.001
C 2.3304 -0.3624 0.0552  -0.001
C 2.5465 -1.0413 -1.1539  0.000
C 3.7786 -0.9753 -1.7730  0.000
C 4.8013 -0.2226 -1.2029  0.000
C 4.5971 0.4458 -0.0040  0.000
C 3.3707 0.3711 0.6366  0.000
C 0.8524 -0.4344 2.6144  0.000
C 1.3319 0.7476 3.1945  0.000
C 1.4371 0.8431 4.5699  0.000
C 1.0532 -0.2266 5.3735  0.000
C 0.5633 -1.3928 4.8032  0.000
C 0.4624 -1.5062 3.4246  0.000
P -1.4555 2.5719 -1.6376  0.357
C -1.9966 2.4229 0.0985  0.051
C -1.0476 2.2325 1.1299  0.009
C -1.4816 2.2633 2.4783  0.001
C -2.7998 2.4878 2.7733  0.000
C -3.7411 2.6828 1.7436  0.000
C -3.3551 2.6362 0.4292  0.007
C -0.7894 4.1684 -2.0457  0.080
C -1.1757 4.7316 -3.2655  0.007
C -0.6917 5.9814 -3.6183  0.000
C 0.1590 6.6595 -2.7573  -0.003
C 0.5380 6.1002 -1.5385  0.006
C 0.0681 4.8536 -1.1747  0.012
H 1.6395 1.2733 -2.1663  0.015
H 0.5095 1.8467 -3.4003  0.002
H 0.5807 0.1220 -3.0068  0.007
H 1.7661 -1.6370 -1.6132  0.000
H 3.9497 -1.5149 -2.6947  0.000
H 5.7666 -0.1733 -1.6891  0.000
H 5.4025 1.0076 0.4488  0.000
H 3.2526 0.8532 1.5945  0.000
H 1.6239 1.5942 2.5841  0.000
H 1.8242 1.7479 5.0193  0.000
H 1.1442 -0.1501 6.4488  0.000
H 0.2752 -2.2250 5.4310  0.000
H 0.1133 -2.4337 2.9915  0.000
H 0.0079 2.3344 0.9089  0.000
H -0.7585 2.1676 3.2749  0.001
H -3.1193 2.5536 3.8053  0.000
H -4.7726 2.8950 1.9950  0.000
H -4.0776 2.8003 -0.3604  0.004
H -1.8510 4.2040 -3.9278  0.005
H -0.9848 6.4273 -4.5586  0.000
H 0.5291 7.6383 -3.0320  0.000
H 1.1970 6.6439 -0.8754  0.001
H 0.3580 4.4264 -0.2228  0.000
Br -3.8312 -0.3254 -1.1886  0.008
C -4.1280 -1.2761 0.4547  0.003
Br -2.6081 -0.9555 1.6618  -0.003
H -4.1741 -2.3403 0.2589  0.000
H -5.0130 -0.8960 0.9511  0.000
O 0.4938 -2.2224 0.6258  0.001
C -0.2753 -2.5949 -0.3885  0.000
O -0.9894 -1.7274 -0.9583  -0.001
C -0.2545 -3.9772 -0.7867  0.000
C 0.5924 -4.8844 -0.1330  0.000
C 0.6017 -6.2069 -0.5289  0.000
C -0.2330 -6.5859 -1.5657  0.000
C -1.0761 -5.7116 -2.2323  0.000
C -1.0867 -4.3901 -1.8388  0.000
N -0.2228 -8.0165 -1.9920  0.000
O -1.0270 -8.3277 -2.8368  0.000
O 0.5469 -8.7422 -1.4114  0.000
H 1.2376 -4.5573 0.6702  0.000
H 1.2378 -6.9433 -0.0591  0.000
H -1.6979 -6.0788 -3.0361  0.000
H -1.7260 -3.6776 -2.3417  0.000

=====

> Which value of energy above the lowest of the compared OMol25 structures with the same formula, charge and spin does entry 3 give?

0.0 kJ/mol

=====

> E_tot of number 1 (C33H28N5O2ReS4Sb)?

-98221.1932 eV